1.
{
  "formula": "C2H2ClN3",
  "method": "ωB97M-V with the def2-TZVPD basis set",
  "largest_force_ev_per_a": 3.5,
  "e_lumo_ha": -0.0190,
  "gap_ev": 7.863,
  "e_above_lowest_kj_mol": 434.5,
  "symbols": ["C", "C", "N", "N", "N", "Cl", "H", "H"],
  "coordinates": [[-0.664547, 1.038632, 0.002934], [-0.744232, -1.203066, 0.011708], [-1.284872, -0.105046, -0.001263], [0.660851, 1.021424, -0.057568], [1.181785, -0.110518, 0.102236], [2.888556, -0.369217, 0.006595], [-1.123326, 1.945821, 0.097890], [-0.914218, -2.218031, -0.162532]],
  "forces_ev_per_angstrom": [[1.8323, 1.0344, -0.4734], [0.2154, 2.9901, 0.0653], [-0.1262, -3.4581, 0.3487], [1.4663, -0.1207, 1.0375], [-1.8906, -1.7280, -0.8322], [-0.6372, 0.6008, -0.0397], [-1.2950, 1.9438, -0.1256], [0.4350, -1.2624, 0.0194]],
  "lowdin_charge": [-0.27, 0.16, 0.03, -0.05, -0.53, 0.54, 0.07, 0.07]
}

=====

2.
{
  "formula": "C2H2ClN3O",
  "method": "ωB97M-V with the def2-TZVPD basis set",
  "largest_force_ev_per_a": 1.3,
  "e_lumo_ha": 0.0313,
  "gap_ev": 10.274,
  "e_above_lowest_kj_mol": 0.0,
  "smiles": "Oc1n[nH]nc1Cl",
  "symbols": ["O", "C", "N", "N", "N", "C", "Cl", "H", "H"],
  "coordinates": [[1.705109, -1.086725, 0.502382], [0.415051, -0.829674, 0.254173], [-0.549331, -1.736302, 0.302570], [-1.637947, -1.021387, -0.025260], [-1.449055, 0.238686, -0.276182], [-0.143201, 0.398686, -0.106028], [0.644310, 1.903008, -0.327810], [1.774534, -2.001339, 0.716234], [-2.545436, -1.437057, -0.059296]],
  "forces_ev_per_angstrom": [[-0.1642, 1.1449, -0.2583], [-0.2593, -0.2955, -0.0322], [-0.2096, 0.4638, -0.0963], [0.6033, -0.7227, 0.2455], [0.3520, 0.5521, -0.0319], [-0.2081, 0.4875, -0.1687], [-0.0980, -0.2361, 0.0475], [0.2156, -1.2566, 0.3124], [-0.2318, -0.1375, -0.0180]],
  "lowdin_charge": [0.10, -0.43, 0.13, -0.09, 0.06, -0.71, 0.69, 0.10, 0.15]
}

=====

3.
{
  "formula": "C2H2ClNO",
  "method": "ωB97M-V with the def2-TZVPD basis set",
  "largest_force_ev_per_a": 1.8,
  "e_lumo_ha": -0.0479,
  "gap_ev": 8.318,
  "e_above_lowest_kj_mol": 262.9,
  "symbols": ["C", "C", "N", "O", "Cl", "H", "H"],
  "coordinates": [[0.938174, 0.426868, -2.716181], [-0.060748, -0.407696, 0.422289], [0.668438, -0.734226, -2.985758], [1.106806, 1.570699, -2.807575], [-1.597339, -0.904712, 0.123287], [0.085467, -0.467101, 1.561956], [0.626513, -1.352779, -2.204400]],
  "forces_ev_per_angstrom": [[-0.5494, 0.2666, -1.6457], [1.2231, 0.1746, 1.1248], [0.2874, 0.2067, 0.5065], [0.3208, 0.1760, 0.7769], [-0.8379, -0.2502, 0.0227], [-0.3776, 0.0533, -1.1930], [-0.0665, -0.6270, 0.4077]],
  "lowdin_charge": [-0.43, -0.47, 0.16, 0.16, 0.59, -0.04, 0.04]
}

=====

4.
{
  "formula": "C2H2ClNO",
  "method": "ωB97M-V with the def2-TZVPD basis set",
  "largest_force_ev_per_a": 2.3,
  "e_lumo_ha": [-0.0203, -0.0196],
  "gap_ev": [8.304, 8.355],
  "e_above_lowest_kj_mol": 503.8,
  "symbols": ["C", "C", "N", "O", "Cl", "H", "H"],
  "coordinates": [[0.061219, -0.800493, 0.199752], [-0.972913, -0.069903, -0.278248], [0.826327, 1.210449, 0.161080], [1.213765, -0.147770, 0.136768], [-2.585862, 0.004950, -0.036542], [0.100170, -1.866086, 0.400001], [1.357295, 1.668850, -0.582809]],
  "forces_ev_per_angstrom": [[-0.7308, 0.1580, -0.7241], [2.1452, 0.6542, 0.4097], [-1.6373, -0.7268, 0.3714], [0.8058, 0.2544, -0.1219], [-0.8211, -0.0909, 0.1338], [-0.0245, 0.1309, 0.2433], [0.2627, -0.3798, -0.3122]],
  "lowdin_charge": [-0.27, -0.56, 0.11, -0.16, 0.70, 0.12, 0.06]
}

=====

5.
{
  "formula": "C2H2ClNO",
  "method": "ωB97M-V with the def2-TZVPD basis set",
  "largest_force_ev_per_a": 3.2,
  "e_lumo_ha": -0.0205,
  "gap_ev": 9.449,
  "e_above_lowest_kj_mol": 682.3,
  "symbols": ["C", "C", "N", "O", "Cl", "H", "H"],
  "coordinates": [[1.163180, -0.895616, 1.222376], [0.247176, -0.731598, 0.236840], [0.004198, 0.296645, -0.407301], [0.679832, 0.514545, 0.987646], [-2.006545, 1.183700, -2.548085], [0.997395, -1.373060, 2.110136], [-1.085236, 1.005385, -1.601612]],
  "forces_ev_per_angstrom": [[0.5485, -0.1927, -2.6684], [0.1840, -2.1595, -0.7813], [-0.4058, 0.2051, -0.4023], [0.6209, 2.5810, 1.6987], [0.5875, -0.0935, 0.5746], [-0.6359, -0.6324, 2.4506], [-0.8991, 0.2920, -0.8718]],
  "lowdin_charge": [0.07, -0.20, 0.18, -0.04, 0.22, 0.05, -0.29]
}

=====

6.
{
  "formula": "C2H2ClNO",
  "method": "ωB97M-V with the def2-TZVPD basis set",
  "largest_force_ev_per_a": 3.8,
  "e_lumo_ha": [-0.1245, -0.1245],
  "gap_ev": [6.233, 6.234],
  "e_above_lowest_kj_mol": 431.0,
  "symbols": ["C", "C", "N", "O", "Cl", "H", "H"],
  "coordinates": [[0.957990, -0.671579, 0.684113], [-0.153273, 0.195207, 0.833061], [1.890341, -1.346861, 0.578310], [-0.781854, 0.500733, -1.704750], [-1.744447, -0.458146, 1.257240], [0.026302, 1.253480, 0.779999], [-0.195060, 0.527167, -2.427973]],
  "forces_ev_per_angstrom": [[-0.1057, -0.2243, 0.0768], [-2.0098, -1.1834, -2.0976], [-0.4054, 0.2865, 0.1026], [-1.4630, -0.2745, 3.4904], [2.6094, 1.1436, -0.6210], [-0.3958, 0.2502, 0.2631], [1.7703, 0.0019, -1.2144]],
  "lowdin_charge": [-0.28, -0.39, 0.20, -0.21, 0.70, 0.07, -0.08]
}

=====

7.
{
  "formula": "C2H2ClNO2",
  "method": "ωB97M-V with the def2-TZVPD basis set",
  "largest_force_ev_per_a": 3.2,
  "e_lumo_ha": -0.0011,
  "gap_ev": 10.433,
  "e_above_lowest_kj_mol": 515.0,
  "smiles": "C#CCl.O=NO",
  "symbols": ["C", "C", "Cl", "H", "O", "N", "O", "H"],
  "coordinates": [[1.602775, -1.647008, 0.435114], [1.484466, -0.803353, -0.390535], [1.351692, 0.644607, -1.191066], [1.628188, -2.349891, 1.200249], [-1.601703, 2.229077, -0.881720], [-1.041305, 1.621596, -0.018117], [-1.914118, 0.555266, 0.270274], [-1.509995, -0.250294, 0.575802]],
  "forces_ev_per_angstrom": [[-0.1573, -0.3150, 0.1026], [-0.0859, 1.8683, -0.5669], [0.4312, -0.8437, -0.3086], [0.1579, -0.8695, 0.5774], [1.8084, -0.1381, 1.8047], [-2.3754, 0.3574, -2.0585], [-0.9691, 0.1821, -0.2273], [1.1903, -0.2416, 0.6764]],
  "lowdin_charge": [0.03, -0.69, 0.72, 0.02, 0.01, -0.12, -0.03, 0.07]
}

=====

8.
{
  "formula": "C2H2ClNS",
  "method": "ωB97M-V with the def2-TZVPD basis set",
  "largest_force_ev_per_a": 4.9,
  "e_lumo_ha": -0.0825,
  "gap_ev": 8.188,
  "e_above_lowest_kj_mol": 279.1,
  "symbols": ["C", "C", "N", "S", "Cl", "H", "H"],
  "coordinates": [[-0.994559, -0.231992, 0.400924], [0.090084, -1.110699, 0.396960], [-1.939458, 0.435140, 0.598194], [0.519224, -2.276954, -0.481391], [1.565205, -0.249565, 1.455556], [0.002541, 1.399671, -1.425106], [0.756964, 2.034399, -0.945137]],
  "forces_ev_per_angstrom": [[-3.1774, 1.6947, 1.4225], [2.7565, 2.7540, 1.5020], [2.1601, -1.4714, -0.7487], [0.0664, -2.2732, -1.3447], [-1.8625, -0.7607, -0.7412], [3.3905, 2.9106, 2.0649], [-3.3335, -2.8539, -2.1548]],
  "lowdin_charge": [-0.40, -1.11, 0.21, 0.85, 0.34, 0.04, 0.07]
}